1.
{"formula": "C10H18AlCl4N3O4S", "method": "the ωB97M-V functional and the def2-TZVPD basis", "species": ["Al", "C", "C", "S", "O", "O", "C", "C", "N", "C", "N", "C", "C", "N", "O", "O", "C", "H", "H", "H", "H", "H", "H", "H", "H", "H", "H", "H", "H", "H", "Cl", "C", "Cl", "H", "H", "Cl", "C", "Cl", "H", "H", "H"], "xyz": [[-3.43645, 0.79775, -1.33725], [3.62555, -2.81135, 3.36475], [2.65295, -1.92195, 2.61545], [3.47905, -0.51055, 1.89365], [4.37145, -0.99555, 0.85955], [3.96975, 0.30985, 2.98295], [2.16395, 0.39575, 1.10505], [1.75265, -0.24345, -0.20785], [0.60215, 0.41565, -0.80805], [-0.72575, 0.11015, -0.54605], [-1.52835, 0.79775, -1.33725], [-0.72315, 1.58245, -2.11725], [0.58985, 1.38175, -1.78385], [1.72975, 2.03405, -2.32345], [2.74355, 2.07545, -1.61915], [1.60225, 2.53165, -3.44665], [-1.20715, -0.84845, 0.48565], [3.10145, -3.66905, 3.79705], [4.11515, -2.26505, 4.17715], [4.40735, -3.18935, 2.69825], [1.88285, -1.54175, 3.29285], [2.17705, -2.48275, 1.80705], [2.53415, 1.41385, 0.94745], [1.33495, 0.45825, 1.81745], [1.48975, -1.29835, -0.07785], [2.56885, -0.24665, -0.93685], [-1.13485, 2.25695, -2.85825], [-0.40255, -1.37445, 1.00295], [-1.85655, -1.59765, 0.02205], [-1.79205, -0.31195, 1.23985], [-5.10715, 5.39655, -1.33755], [-3.45295, 4.77445, -1.33715], [-3.43645, 3.00735, -1.33725], [-2.93765, 5.13485, -0.44345], [-2.93725, 5.13505, -2.23045], [-3.43645, -1.41185, -1.33725], [-3.55705, -3.17445, -1.37975], [-2.04995, -3.92945, -0.84895], [-3.77265, -3.49155, -2.40295], [-4.36625, -3.49155, -0.71735], [-5.03365, 0.79775, -1.33725]], "atomic_forces_ev_per_a": [[-0.543, 0.278, -0.105], [0.613, -0.122, 0.161], [-0.443, -0.040, 0.007], [1.488, -0.274, 1.033], [-0.733, 0.435, 0.330], [-0.529, -0.469, -1.017], [-0.344, 0.503, -0.149], [0.683, -0.803, 0.108], [-2.503, -0.141, 0.300], [2.568, -1.024, 0.930], [-0.236, 0.391, -0.201], [0.774, 1.235, -1.091], [-2.142, -0.575, -0.034], [2.040, 1.270, -1.167], [-1.491, -0.222, -0.781], [-0.097, -0.802, 1.761], [0.368, -0.219, 0.251], [0.014, 0.191, -0.112], [-0.139, -0.066, -0.142], [-0.159, 0.055, 0.086], [0.054, 0.107, -0.079], [0.003, 0.055, -0.083], [0.123, -0.172, 0.024], [0.068, -0.071, -0.037], [-0.058, 0.189, 0.012], [-0.114, 0.187, 0.249], [0.319, -0.113, 0.098], [-0.011, 0.244, -0.093], [0.914, 0.303, 0.700], [0.034, -0.037, 0.034], [0.764, -0.424, -0.001], [-0.625, 3.129, -0.027], [-0.131, 0.087, 0.055], [-0.101, -0.489, -0.059], [-0.102, -0.467, 0.055], [-1.177, -0.420, -0.999], [0.254, -2.833, 0.114], [-0.500, 0.175, -0.226], [0.122, 0.485, 0.090], [0.153, 0.460, -0.012], [0.822, 0.004, 0.021]], "total_energy_ev": -90822.6803, "charge": 2, "fmax_ev_per_a": 3.19, "homo_ev": -15.37, "mol_weight_g_mol": 445.13}

2.
{"formula": "C14H10BN4O6S2Sr", "method": "the ωB97M-V functional and the def2-TZVPD basis", "species": ["Sr", "N", "C", "N", "C", "C", "S", "C", "C", "S", "C", "N", "N", "H", "H", "H", "H", "H", "H", "O", "C", "O", "C", "O", "O", "O", "B", "O", "C", "C", "C", "C", "C", "C", "H", "H", "H", "H"], "xyz": [[-0.96741, 1.32226, 0.98732], [-2.98651, -0.37200, 4.33763], [-2.28353, -1.41979, 3.91120], [-1.57730, -1.41959, 2.81096], [-1.00189, -2.64780, 2.62141], [-1.20596, -3.57702, 3.58994], [-2.23919, -2.90549, 4.80454], [-0.26420, -2.85890, 1.36923], [0.58487, -3.88623, 1.11519], [1.12650, -3.79587, -0.52003], [0.14745, -2.38825, -0.73295], [-0.49857, -1.99194, 0.32347], [-0.00419, -1.81192, -1.95751], [-2.84977, 0.55075, 3.83773], [-3.42091, -0.39456, 5.24450], [-0.87085, -4.59441, 3.62389], [0.90659, -4.66416, 1.77638], [0.76711, -1.89088, -2.60279], [-0.43103, -0.89520, -1.93897], [-3.85796, 3.14530, 3.55288], [-2.98311, 2.87118, 2.75504], [-2.28961, 1.77627, 2.74301], [-2.57732, 3.88434, 1.58887], [-2.96305, 5.03410, 1.64779], [-1.84019, 3.34056, 0.68291], [2.36680, 1.38424, -1.09386], [0.92766, 1.24929, -0.96669], [0.46080, 1.25773, -2.35999], [1.53041, 1.39738, -3.16834], [1.56824, 1.45733, -4.54407], [2.82387, 1.59825, -5.13736], [3.97851, 1.67010, -4.36690], [3.92711, 1.60619, -2.97427], [2.68287, 1.47200, -2.39600], [0.66367, 1.40085, -5.12875], [2.89682, 1.65618, -6.21378], [4.93615, 1.77935, -4.85500], [4.81714, 1.66037, -2.36662]], "atomic_forces_ev_per_a": [[0.537, -1.835, -0.241], [-0.196, 0.919, -0.068], [0.031, 0.367, 0.029], [-0.103, 0.160, -0.077], [0.256, -0.153, -0.078], [-0.070, 0.216, -0.195], [0.090, -0.338, 0.161], [-0.038, -0.240, 0.179], [-0.088, 0.288, -0.085], [0.082, -0.197, 0.024], [-0.217, 0.261, -0.097], [0.078, -0.058, -0.135], [0.050, -0.033, -0.216], [-0.071, -0.557, 0.270], [0.065, 0.056, -0.149], [0.003, -0.161, -0.004], [0.116, -0.121, 0.139], [-0.061, 0.090, 0.054], [0.201, 0.060, -0.019], [-0.007, -0.063, 0.005], [-0.138, 0.587, -0.064], [-0.625, -0.027, 1.131], [-0.241, -0.073, 0.372], [0.009, 0.034, -0.076], [-0.376, 0.838, -0.176], [-0.549, -0.091, 0.614], [0.965, 0.123, -1.061], [-0.294, -0.081, 0.696], [0.238, 0.001, -0.277], [0.175, -0.006, 0.064], [0.018, -0.002, 0.045], [-0.037, -0.002, -0.031], [-0.118, -0.003, -0.062], [0.238, 0.012, -0.521], [-0.107, 0.007, -0.067], [0.020, 0.000, -0.081], [0.074, 0.011, -0.050], [0.091, 0.012, 0.052]], "total_energy_ev": -56114.9044, "charge": -1, "fmax_ev_per_a": 1.93, "homo_ev": -4.95, "mol_weight_g_mol": 492.82}

3.
{"formula": "C4H8N2O2", "method": "the ωB97M-V functional and the def2-TZVPD basis", "species": ["N", "C", "C", "C", "O", "C", "N", "O", "H", "H", "H", "H", "H", "H", "H", "H"], "xyz": [[-0.11666, 0.19142, 1.69508], [0.85053, -0.33533, 0.77092], [-1.76923, -1.22017, -1.94262], [-2.38214, -0.66816, -0.80592], [-2.09806, -0.99594, 0.35543], [1.70225, 0.76890, 0.18228], [2.32471, 0.30830, -0.89548], [1.61065, 1.92782, 0.60589], [-1.02304, -0.24736, 1.53559], [-0.21109, 1.19889, 1.59860], [1.35700, -1.21575, 1.17416], [-0.77101, -1.61347, -1.77935], [-3.22205, 0.01316, -1.01789], [0.28366, -0.67545, -0.11660], [2.83605, 1.00743, -1.44342], [-2.30123, -1.29308, -2.87803]], "atomic_forces_ev_per_a": [[0.073, -0.282, -0.920], [-0.933, 1.039, 0.494], [0.808, 0.018, 0.853], [-0.986, 0.083, -0.666], [0.329, 0.285, 0.227], [0.064, -0.102, -0.414], [0.565, -0.586, -0.263], [-0.080, 0.066, 0.145], [-0.288, -0.406, 0.564], [0.466, 0.205, 0.160], [0.227, 0.055, -0.186], [-0.239, -0.520, -0.403], [-0.105, -0.076, 0.347], [0.191, -0.310, -0.206], [-0.332, 0.245, 0.462], [0.242, 0.285, -0.195]], "total_energy_ev": -11346.1536, "fmax_ev_per_a": 1.48, "homo_ev": -8.17, "de_lowest_kj_mol": 767.9, "mol_weight_g_mol": 116.12}

4.
{"formula": "C5H8N4O2S", "method": "the ωB97M-V functional and the def2-TZVPD basis", "species": ["C", "C", "C", "C", "C", "N", "N", "N", "N", "O", "O", "S", "H", "H", "H", "H", "H", "H", "H", "H"], "xyz": [[1.66512, -0.94050, 0.11614], [2.41258, 0.22405, 0.04184], [0.75342, -0.85091, -0.99114], [-2.32667, 0.89892, 0.09318], [-0.28823, -1.79698, -1.20196], [0.99422, 0.25834, -1.68313], [-1.17225, -2.44576, -1.62442], [1.98179, 0.87334, -1.09049], [-0.49898, 0.11179, 2.00824], [-1.99707, -3.26970, -1.88484], [0.07298, 2.10481, 0.60175], [-1.06319, 1.57157, 1.33404], [1.82130, -1.71301, 0.71251], [3.05492, 0.59268, 0.82439], [-2.42998, 1.53205, -0.82393], [-3.34275, 0.80087, 0.62758], [-1.89076, -0.03217, -0.13643], [0.31672, -0.05931, 1.39118], [2.12345, 1.96304, -1.21951], [-0.18662, 0.17686, 2.90500]], "atomic_forces_ev_per_a": [[-0.139, 3.741, -3.479], [-1.053, -0.903, -0.343], [1.406, 0.134, 1.089], [-0.677, 1.194, 1.112], [-1.460, -0.528, -1.653], [-1.543, -0.333, -0.870], [2.148, 0.703, 1.426], [1.540, 3.073, 1.664], [-0.975, -0.256, -4.323], [-0.653, -0.059, -0.428], [0.977, 0.702, -1.192], [-2.055, -0.046, 1.374], [0.376, -3.165, 2.732], [0.378, 0.365, -0.543], [0.354, -0.306, 1.040], [1.739, 0.055, -0.748], [-0.005, -1.314, -0.561], [-0.531, -0.409, 0.546], [-0.568, -3.350, 0.011], [0.741, 0.702, 3.148]], "total_energy_ev": -26200.2610, "fmax_ev_per_a": 5.11, "homo_ev": -9.00, "de_lowest_kj_mol": 567.1, "mol_weight_g_mol": 188.21}

5.
{"formula": "C22H22N2O6", "method": "the ωB97M-V functional and the def2-TZVPD basis", "species": ["O", "C", "C", "C", "C", "C", "C", "C", "C", "C", "C", "C", "C", "O", "N", "C", "C", "C", "C", "O", "C", "O", "N", "C", "C", "C", "C", "O", "C", "O", "H", "H", "H", "H", "H", "H", "H", "H", "H", "H", "H", "H", "H", "H", "H", "H", "H", "H", "H", "H", "H", "H"], "xyz": [[2.34625, 3.18709, 1.29761], [2.16243, 2.19427, 0.62578], [1.36307, 1.05071, 1.11231], [0.78668, 1.09251, 2.36730], [0.02830, 0.01903, 2.83471], [-0.15768, -1.10250, 2.04953], [0.42004, -1.16974, 0.76676], [0.24785, -2.30283, -0.05219], [0.82696, -2.34565, -1.30602], [1.58628, -1.27248, -1.77255], [1.76898, -0.15010, -0.98815], [1.18838, -0.08167, 0.29315], [2.57345, 0.98321, -1.48970], [3.10453, 0.97315, -2.57881], [2.70032, 2.07360, -0.64442], [3.47531, 3.20154, -1.15665], [2.65696, 4.06301, -2.11589], [1.40510, 4.64834, -1.46416], [0.78415, 5.73458, -2.34487], [1.64308, 6.83088, -2.54190], [-0.56319, -3.43987, 0.42819], [-0.75065, -4.43206, -0.24424], [-1.10879, -3.31550, 1.69581], [-1.93226, -4.41686, 2.18554], [-3.43123, -4.14471, 2.04892], [-3.90565, -4.00806, 0.59935], [-3.81418, -2.58010, 0.05568], [-4.31890, -2.47622, -1.25294], [-0.96464, -2.23316, 2.54960], [-1.48121, -2.23343, 3.64592], [0.93538, 1.97120, 2.97665], [-0.42420, 0.04617, 3.81451], [0.68076, -3.22490, -1.91533], [2.04197, -1.30108, -2.75084], [3.79625, 3.78664, -0.29349], [4.34470, 2.79550, -1.67783], [2.37642, 3.46795, -2.98649], [3.29080, 4.88182, -2.46042], [0.65949, 3.86850, -1.29406], [1.66561, 5.07799, -0.49279], [0.58288, 5.34081, -3.34387], [-0.16732, 6.06682, -1.90379], [1.87790, 7.19543, -1.68072], [-1.65464, -5.30406, 1.61423], [-1.68747, -4.56179, 3.24025], [-3.94497, -4.98658, 2.51541], [-3.68664, -3.24621, 2.61305], [-3.31791, -4.67231, -0.03998], [-4.95086, -4.31610, 0.52865], [-4.42684, -1.90629, 0.66043], [-2.77622, -2.21530, 0.08384], [-3.85480, -3.11119, -1.81105]], "atomic_forces_ev_per_a": [[-0.088, -0.099, 0.014], [-0.005, 0.110, 0.266], [-0.352, -0.237, 0.481], [0.359, 0.240, -0.504], [-0.234, -0.610, -0.143], [0.223, 0.592, 0.124], [0.105, 0.149, -0.067], [0.325, 0.228, -0.477], [-0.356, -0.237, 0.503], [0.237, 0.605, 0.141], [-0.234, -0.584, -0.131], [-0.113, -0.154, 0.068], [0.049, -0.148, -0.151], [-0.060, -0.030, 0.038], [0.235, 0.257, -0.110], [0.279, 0.332, -0.316], [-0.047, -0.050, 0.297], [0.137, 0.268, -0.438], [-0.361, -0.417, 0.304], [0.369, 0.387, 0.030], [0.116, -0.120, -0.156], [0.019, 0.104, -0.055], [-0.109, -0.319, 0.109], [-0.319, -0.323, 0.322], [0.212, -0.065, -0.198], [-0.068, 0.254, 0.022], [0.186, -0.208, 0.269], [-0.132, -0.049, -0.470], [0.024, 0.109, 0.180], [0.020, 0.049, -0.052], [0.020, 0.063, 0.021], [-0.038, -0.014, 0.059], [-0.022, -0.060, -0.021], [0.036, 0.019, -0.059], [-0.011, -0.114, -0.147], [-0.082, 0.040, 0.136], [0.046, 0.027, -0.063], [0.024, -0.034, -0.040], [-0.050, -0.016, 0.089], [-0.085, -0.005, 0.064], [-0.069, -0.011, 0.060], [0.068, -0.078, -0.123], [-0.043, 0.002, -0.082], [-0.020, 0.132, 0.128], [0.024, -0.017, -0.166], [-0.018, 0.037, 0.077], [-0.052, -0.035, 0.105], [-0.054, -0.035, -0.045], [0.006, 0.009, -0.061], [0.104, -0.044, 0.042], [-0.168, 0.030, 0.081], [-0.035, 0.070, 0.044]], "smiles": "O=C1c2ccc3c4c(ccc(c24)C(=O)N1CCCCO)C(=O)N(CCCCO)C3=O", "total_energy_ev": -38439.0040, "fmax_ev_per_a": 0.67, "homo_ev": -9.43, "de_lowest_kj_mol": 1.1, "mol_weight_g_mol": 410.43}

6.
{"formula": "C5H10Cl2Si", "method": "the ωB97M-V functional and the def2-TZVPD basis", "species": ["C", "C", "C", "C", "Si", "Cl", "Cl", "C", "H", "H", "H", "H", "H", "H", "H", "H", "H", "H"], "xyz": [[1.32386, 0.21113, -1.06713], [0.07268, 0.42798, -0.21265], [-0.03717, -0.50762, 0.95337], [-1.54852, -0.11423, 1.80900], [-2.55976, 0.01829, 0.12509], [-3.78875, -1.60041, -0.38253], [-3.79378, 1.65925, 0.01164], [-1.10644, 0.05988, -1.10673], [1.18085, 0.45594, -2.21269], [1.70659, -0.91634, -1.04799], [2.11802, 0.72510, -0.60931], [-0.15745, 1.52375, -0.07501], [0.67570, -0.40494, 1.76166], [-0.04851, -1.42518, 0.44233], [-1.91975, -1.00378, 2.33070], [-1.61036, 0.86658, 2.23668], [-1.38531, 0.56962, -2.13181], [-0.79139, -0.91546, -1.46921]], "atomic_forces_ev_per_a": [[0.161, -2.247, -1.623], [-0.569, 2.147, -2.341], [-2.476, 3.010, 2.826], [0.566, -2.131, -4.568], [0.820, -0.905, 0.118], [0.262, 0.283, 0.377], [0.143, 0.104, 0.052], [-1.899, -0.268, -1.618], [0.340, -0.141, 2.483], [-1.163, 2.056, -0.001], [1.350, 0.974, 0.061], [1.131, -0.771, 0.816], [0.612, -0.222, -0.362], [-0.243, -1.867, 0.348], [0.237, 0.661, 0.429], [0.523, 0.171, 0.750], [0.975, -0.140, 2.253], [-0.771, -0.711, 0.002]], "smiles": "C[C@@H]1CC[Si](Cl)(Cl)C1", "total_energy_ev": -38271.4844, "fmax_ev_per_a": 5.07, "homo_ev": -9.86, "de_lowest_kj_mol": 185.1, "mol_weight_g_mol": 169.13}